No. 1
Density functional theory data (the ωB97M-V functional and the def2-TZVPD basis) for a cluster of 2 separate species, C20H28F3N3O4 in total in a non-equilibrium geometry.

Atoms and positions in Å:
O -1.0923 -4.5004 -3.9735
C -2.3085 -4.4241 -3.7879
N -2.7555 -3.4321 -2.8951
C -4.1744 -3.1141 -2.6885
C -4.5018 -3.2107 -1.1992
C -3.5794 -2.3247 -0.4009
C -3.9969 -1.8055 0.8324
C -3.1376 -1.0017 1.5885
C -1.8565 -0.7152 1.1173
O -1.0069 0.0538 1.8556
C -1.4370 -1.2287 -0.1067
C -2.2854 -2.0364 -0.8771
C -1.7763 -2.5835 -2.1931
C -3.2526 -5.4095 -4.5430
F -4.0750 -6.0574 -3.6683
F -4.0297 -4.7295 -5.4337
F -2.5636 -6.3640 -5.2342
H -4.3692 -2.0964 -3.0435
H -4.8472 -3.7735 -3.2396
H -4.3897 -4.2464 -0.8635
H -5.5430 -2.9148 -1.0381
H -4.9906 -2.0305 1.2092
H -3.4755 -0.6080 2.5412
H -1.3599 0.1609 2.7521
H -0.4305 -1.0013 -0.4440
H -0.8665 -3.1516 -1.9685
H -1.4940 -1.7509 -2.8455
C 3.0581 2.2089 4.1243
N 2.7976 0.9265 3.4737
C 2.8447 0.6003 2.1776
O 2.6366 -0.5646 1.8803
C 3.1466 1.6434 1.0750
C 1.8690 2.0964 0.3340
C 0.8254 2.8256 1.1980
C 1.3270 4.1836 1.6941
C -0.4355 3.0900 0.3735
N 4.0697 1.0786 0.0813
C 4.9944 1.7154 -0.6359
C 5.2095 3.2042 -0.4434
O 5.6795 1.1103 -1.4440
H 3.8782 2.7388 3.6383
H 2.1567 2.8226 4.1094
H 3.3362 2.0356 5.1657
H 2.5834 0.1415 4.0710
H 3.6162 2.5071 1.5356
H 1.3978 1.2084 -0.0905
H 2.1430 2.7483 -0.4958
H 0.5626 2.2133 2.0586
H 1.5128 4.8414 0.8445
H 0.5725 4.6387 2.3357
H 2.2483 4.0826 2.2584
H -1.1818 3.5926 0.9880
H -0.2003 3.7096 -0.4921
H -0.8526 2.1433 0.0290
H 3.9973 0.0846 -0.0861
H 5.5805 3.3872 0.5621
H 4.2752 3.7351 -0.6049
H 5.9469 3.5465 -1.1680

Output
Frontier orbital gap = 0.331 hartree
Energy = -42008.64235 eV
SMILES string = O=C(N1CCc2ccc(O)cc2C1)C(F)(F)F.CNC(=O)[C@H](CC(C)C)NC(C)=O


No. 2
Density functional theory data (the ωB97M-V functional and the def2-TZVPD basis) for the molecule C20H28FN3O3.

Atoms and positions in Å:
C 1.0732 3.5531 -0.0124
N 1.7478 2.2923 -0.2315
C 3.0234 2.0598 0.4226
C 2.8905 1.2207 1.7004
C 2.0358 1.9048 2.7686
C 2.0154 1.0428 4.0310
O 3.3096 0.7964 4.5312
C 4.1128 0.1274 3.5878
C 4.2699 0.9296 2.2952
C 1.2454 1.2771 -0.9607
O 1.8522 0.2213 -1.0798
C -0.0917 1.4912 -1.6592
C -1.2827 0.8421 -0.9013
C -0.9379 0.7074 0.5811
O -0.9407 1.6740 1.3280
N -0.6193 -0.5160 1.0270
C -0.6461 -1.7530 0.2774
C -0.7231 -1.4541 -1.2233
N -1.6728 -0.4045 -1.5358
C -3.0596 -0.7643 -1.2798
C -3.4708 -1.9406 -2.1224
C -4.1391 -3.0265 -1.5741
C -4.5235 -4.0946 -2.3680
C -4.2405 -4.0986 -3.7217
C -3.5703 -3.0114 -4.2544
F -3.2878 -3.0022 -5.5744
C -3.1841 -1.9348 -3.4820
H 1.6399 4.1316 0.7119
H 0.0728 3.3935 0.3919
H 1.0111 4.1323 -0.9383
H 3.4854 3.0230 0.6451
H 3.6610 1.5140 -0.2801
H 2.4199 0.2723 1.4193
H 2.4678 2.8771 3.0159
H 1.0136 2.0497 2.4196
H 1.4757 1.5443 4.8367
H 1.5164 0.0832 3.8140
H 5.0789 -0.0238 4.0744
H 3.6738 -0.8569 3.3555
H 4.8822 0.3666 1.5899
H 4.7751 1.8710 2.5220
H -0.0314 1.0051 -2.6343
H -0.2857 2.5492 -1.8083
H -2.1316 1.5318 -0.9643
H -0.3928 -0.5735 2.0115
H -1.5064 -2.3553 0.6002
H 0.2642 -2.3198 0.4904
H 0.2599 -1.1243 -1.5645
H -0.9999 -2.3597 -1.7648
H -3.6745 0.0965 -1.5668
H -3.2649 -0.9743 -0.2173
H -4.3669 -3.0371 -0.5181
H -5.0446 -4.9315 -1.9286
H -4.5272 -4.9199 -4.3587
H -2.6575 -1.1047 -3.9238

Output
Frontier orbital gap = 0.345 hartree
Energy = -34525.59863 eV
SMILES string = CN(CC1CCOCC1)C(=O)C[C@@H]1C(=O)NCCN1Cc1cccc(F)c1


Computed lowest unoccupied orbital energy (eV) in order:
0.27 0.64
Computed energy relative to the best compared isomer or geometry (same formula, charge and spin) (kcal/mol) in order:
7.0 0.4